[1]
Below is a cluster of 9 separate species, C4H24N2O10 in total, with properties calculated with wB97M-V/def2-TZVPD.

Cartesian coordinates (Å):
N1 -2.8338 -1.0790 -1.9819
C1 -1.7159 -1.4212 -2.6787
O1 -1.7534 -1.7323 -3.8561
C2 -0.3781 -1.2695 -1.9840
N2 0.7520 -1.3811 -2.9078
C3 -0.1669 0.0064 -1.1627
C4 1.2107 0.0501 -0.6177
O2 1.9867 0.9791 -0.6843
H1 -3.7107 -1.4148 -2.3027
H2 -2.7146 -0.9468 -0.9901
H3 -0.2675 -2.0846 -1.2609
H4 1.0629 -2.3429 -2.9141
H5 0.3837 -1.2052 -3.8405
H6 -0.3022 0.9103 -1.7293
H7 -0.8482 0.0816 -0.3025
H8 1.4909 -0.8635 -0.0567
O3 -1.3476 -1.5398 2.7054
H9 -0.7958 -2.1169 3.2320
H10 -0.9915 -0.6762 2.9530
O4 0.2413 3.2753 -1.4058
H11 0.6287 4.1239 -1.1637
H12 0.9266 2.6249 -1.1998
O5 -2.6304 3.0809 -1.0865
H13 -2.4883 2.1811 -0.7760
H14 -1.7702 3.5038 -0.9605
O6 4.6459 0.4733 0.3539
H15 4.6033 0.1475 -0.5550
H16 3.7190 0.7593 0.4283
O7 -0.5523 2.3751 2.3233
H17 -0.2728 2.7323 1.4808
H18 -1.4566 2.5534 2.5765
O8 1.1201 -0.8216 3.8383
H19 1.4997 0.0200 4.0894
H20 1.8450 -1.2333 3.3563
O9 3.3692 -2.4308 1.3327
H21 3.7032 -2.7025 2.1919
H22 3.8201 -1.6114 1.1415
O10 -3.1354 -0.2329 1.1834
H23 -4.0309 0.0637 1.3505
H24 -2.8460 -0.8355 1.8801

The value obtained for the HOMO energy is -10.0 eV. The calculation puts the max |F| at 1.509 eV Å⁻¹. For the energy above the lowest of the compared OMol25 structures with the same formula, charge and spin, the calculation gives 155.2 kJ/mol. For the gap between HOMO and LUMO, the calculation gives 0.3707 Ha. As for the electronic energy: -27993.57875 eV.

Results of the natural (NBO) charge analysis, in e, for atoms 1 through 2: -0.816, 0.659

[2]
Below is a structure of composition C4H24O8, with properties calculated with wB97M-V/def2-TZVPD.

Cartesian coordinates (Å):
O1 -10.9051 -8.5954 1.5934
H1 -9.9990 -8.3043 1.4917
H2 -11.2932 -8.4796 0.7261
O2 -10.6484 -11.1204 1.4390
H3 -11.1520 -10.5120 0.8981
H4 -11.2805 -11.7911 1.6977
O3 -11.4835 -9.6576 -1.7464
H5 -11.4857 -8.9055 -1.1543
H6 -12.4030 -9.7796 -1.9827
O4 -15.4380 -10.9572 -1.9510
H7 -14.7734 -11.1919 -2.5987
H8 -15.3154 -10.0183 -1.8107
O5 -15.3951 -9.3359 2.8002
H9 -14.7012 -9.2104 2.1530
H10 -15.1310 -10.1167 3.2869
O6 -15.7957 -8.7315 -1.6009
H11 -16.6697 -8.6391 -1.2216
H12 -15.2540 -8.1149 -1.1083
C1 -13.9049 -10.4275 0.3227
C2 -14.0461 -8.8848 0.4080
O7 -13.4377 -8.5438 1.6222
H13 -12.9023 -10.7152 0.0064
H14 -14.5741 -10.8685 -0.4160
H15 -14.0316 -10.8940 1.2997
H16 -15.0955 -8.6139 0.5236
H17 -13.6245 -8.3388 -0.4360
H18 -12.4947 -8.3896 1.5292
C3 -12.3216 -6.6671 5.1600
C4 -12.3949 -7.4378 3.8268
O8 -11.1071 -7.8715 3.5292
H19 -11.8716 -5.6943 4.9616
H20 -11.7554 -7.0515 6.0084
H21 -13.3736 -6.6760 5.4451
H22 -12.7363 -6.7820 3.0259
H23 -13.1361 -8.2336 3.9006
H24 -11.0893 -8.1177 2.6015

The value obtained for the HOMO energy is -9.1 eV. The calculation puts the max |F| at 7.861 eV Å⁻¹. For the energy above the lowest of the compared OMol25 structures with the same formula, charge and spin, the calculation gives 594.1 kJ/mol. For the gap between HOMO and LUMO, the calculation gives 0.3115 Ha. As for the electronic energy: -20911.54880 eV.

Results of the natural (NBO) charge analysis, in e, for atoms 1 through 2: -0.840, 0.532

[3]
Below is a cluster of 7 separate species, C4H25N2O7 in total, with properties calculated with wB97M-V/def2-TZVPD.

Cartesian coordinates (Å):
N1 -1.0549 0.3846 -1.2044
C1 -0.2845 -0.2628 -0.0661
C2 -0.9954 -1.5688 0.1779
O1 -2.0140 -1.2124 1.0188
C3 1.1592 -0.2042 -0.3515
N2 1.8343 0.4515 0.9029
C4 2.9199 1.4187 0.4683
H1 -0.5949 1.3104 -1.3360
H2 -2.0664 0.3952 -1.0085
H3 -0.9577 -0.2047 -2.0636
H4 -0.5073 0.3291 0.9233
H5 -0.4570 -2.4075 0.5724
H6 -1.3940 -1.8891 -0.7945
H7 -1.5308 -1.1476 1.9424
H8 1.6977 -1.1954 -0.6630
H9 1.2267 0.4523 -1.1371
H10 2.2808 -0.1559 1.6499
H11 3.4267 1.6867 1.3997
H12 2.5333 2.3101 0.0087
H13 3.6633 0.9120 -0.2009
H14 -0.2597 2.6846 0.1796
H15 -0.7207 3.7786 -0.8564
O2 -0.3537 2.9052 -0.7657
H16 -0.0586 -1.9254 3.5271
H17 0.6636 -0.6607 2.8344
O3 -0.2175 -1.0348 3.2241
H18 0.8185 -4.2886 -1.2271
H19 1.7081 -3.8919 -0.1121
O4 0.9520 -3.5965 -0.6261
H20 -0.5465 2.4800 2.3300
H21 0.3768 1.3260 1.7801
O5 -0.5276 1.8121 1.6745
H22 -4.2195 0.2652 0.3623
H23 -2.7951 0.6434 0.7983
O6 -3.4645 0.6653 0.1045
H24 0.0704 -0.9711 -4.4654
H25 -0.2752 0.5203 -4.8258
O7 -0.0355 -0.1137 -4.1753

The value obtained for the HOMO energy is -13.0 eV. The net charge is +1. The calculation puts the max |F| at 5.248 eV Å⁻¹. For the energy above the lowest of the compared OMol25 structures with the same formula, charge and spin, the calculation gives 403.8 kJ/mol. For the gap between HOMO and LUMO, the calculation gives 0.3855 Ha. As for the electronic energy: -21858.78264 eV.

Results of the natural (NBO) charge analysis, in e, for atoms 1 through 2: -0.741, -0.138

[4]
Below is a structure of composition C4H25N2O8, with properties calculated with wB97M-V/def2-TZVPD.

Cartesian coordinates (Å):
N1 -0.6364 -2.8307 -1.0159
C1 -1.4208 -1.6044 -1.2120
C2 -0.9486 -0.3208 -0.5392
N2 -1.2425 -0.3509 0.9701
C3 -0.3750 0.7159 1.5457
C4 0.4150 0.4377 2.8039
O1 1.4033 -0.5533 2.6435
H1 0.1563 -2.7889 -0.3792
H2 -0.1585 -3.0188 -1.8922
H3 -1.5508 -1.3833 -2.2788
H4 -2.4464 -1.8272 -0.9106
H5 -1.2973 0.5921 -1.0299
H6 0.1599 -0.2622 -0.6288
H7 -0.7236 -1.2109 1.2709
H8 -1.1094 1.5163 1.7506
H9 0.4262 1.1574 0.9297
H10 0.9283 1.3881 3.1481
H11 -0.2087 0.0340 3.6074
H12 -0.7986 0.4131 -3.2008
H13 0.2580 0.5146 -4.1740
O2 -0.6852 0.3263 -4.1472
H14 1.3256 1.8518 -1.2143
H15 1.5653 1.8651 -2.8900
O3 0.8967 1.4765 -2.2998
H16 -0.0898 3.1304 -0.4191
H17 -0.0165 3.0257 -1.8735
O4 -0.3624 3.6517 -1.1861
H18 2.1280 -0.1651 2.0529
H19 2.6261 -0.3316 0.0627
O5 3.1779 -0.0253 0.8077
H20 -4.1261 -0.5160 1.2896
H21 -3.0485 -1.4778 0.6493
O6 -3.9591 -1.3988 0.9647
H22 2.9398 0.8976 0.4771
H23 2.0861 3.0450 -0.1580
O7 1.9606 2.0907 -0.1878
H24 0.9355 -2.9993 2.9206
H25 1.0352 -2.0708 1.7698
O8 0.7804 -2.9938 1.9728

The expectation value of S² is 0.76. The value obtained for the HOMO energy (spin up / spin down) is -10.4 / -10.1 eV. Its spin multiplicity is 2. The calculation puts the max |F| at 6.674 eV Å⁻¹. For the energy above the lowest of the compared OMol25 structures with the same formula, charge and spin, the calculation gives 403.0 kJ/mol. For the gap between HOMO and LUMO (spin up / spin down), the calculation gives 0.3832 / 0.1576 Ha. As for the electronic energy: -23908.65743 eV.

Results of the natural (NBO) charge analysis, in e, for atoms 1 through 2: -0.827, -0.273

[5]
Below is a cluster of 9 separate species, C4H25NO10 in total, with properties calculated with wB97M-V/def2-TZVPD.

Cartesian coordinates (Å):
O1 -1.4987 -4.0375 -2.3285
C1 -1.2658 -3.5791 -1.2320
N1 -0.8257 -2.3181 -1.0162
C2 -0.6034 -1.7592 0.3169
C3 0.5810 -2.3784 1.0619
C4 1.8063 -2.5757 0.1880
O2 2.1339 -1.3784 -0.5509
H1 -1.4081 -4.1557 -0.3042
H2 -0.7547 -1.6973 -1.8092
H3 -0.4641 -0.6933 0.1804
H4 -1.5114 -1.8464 0.9108
H5 0.2820 -3.3368 1.4950
H6 0.8570 -1.7204 1.8918
H7 2.6914 -2.7458 0.7978
H8 1.6896 -3.3874 -0.5342
H9 1.4217 -1.2002 -1.1868
O3 0.0760 2.1349 1.7439
H10 0.2069 2.4713 2.6581
H11 -0.8020 1.6809 1.7282
O4 -0.4217 3.4635 -0.6812
H12 -0.1934 3.1877 0.2353
H13 0.3458 3.1435 -1.1880
O5 -2.4230 1.0176 1.5304
H14 -3.1540 1.5496 1.8481
H15 -2.4226 1.0997 0.5346
O6 1.6294 1.9615 -1.9260
H16 2.0198 1.6901 -1.0386
H17 2.3743 2.2474 -2.4717
O7 -2.3142 1.5094 -1.0948
H18 -1.7118 0.8625 -1.5252
H19 -1.7742 2.3322 -1.0248
O8 -0.1878 -0.0678 -2.3064
H20 -0.3821 -0.2150 -3.2338
H21 0.4782 0.6639 -2.2808
O9 0.6181 2.9477 4.4064
H22 0.5821 2.2601 5.0765
H23 1.4880 3.3845 4.5277
O10 2.4256 1.1807 0.4684
H24 1.6282 1.4186 1.0034
H25 2.3927 0.2290 0.2393

The value obtained for the HOMO energy is -9.5 eV. The calculation puts the max |F| at 0.935 eV Å⁻¹. For the energy above the lowest of the compared OMol25 structures with the same formula, charge and spin, the calculation gives 36.7 kJ/mol. For the gap between HOMO and LUMO, the calculation gives 0.3571 Ha. As for the electronic energy: -26520.99004 eV.

Results of the natural (NBO) charge analysis, in e, for atoms 1 through 2: -0.613, 0.532

[6]
Below is a cluster of 9 separate species, C4H25NO8 in total, with properties calculated with wB97M-V/def2-TZVPD.

Cartesian coordinates (Å):
C1 -1.5113 3.4016 0.0936
C2 -2.0399 2.0256 -0.0960
C3 -1.2497 0.9865 0.2579
C4 -1.9187 -0.3669 0.1770
N1 -1.4210 -1.4032 1.0722
H1 -2.0896 4.1166 0.6948
H2 -0.4524 3.3253 0.3764
H3 -1.6158 4.0493 -0.8073
H4 -3.0308 1.8750 -0.5178
H5 -0.3416 1.2148 0.7399
H6 -2.9399 -0.1688 0.4954
H7 -2.0528 -0.6635 -0.9008
H8 -0.5170 -1.7471 0.7809
H9 -1.5358 -1.0833 2.0330
O1 3.0281 0.5703 0.4915
H10 2.1301 0.8745 0.6789
H11 3.4145 1.3859 0.1509
O2 -0.5540 0.2876 3.7782
H12 -1.4674 0.4951 3.5772
H13 0.1305 0.4556 3.1167
O3 -1.9040 1.7082 -3.0606
H14 -1.4031 0.9009 -2.9560
H15 -2.1037 1.9834 -3.9528
O4 3.3647 -2.0220 0.7020
H16 3.2755 -1.1304 1.0895
H17 4.0126 -1.9496 -0.0091
O5 0.8066 -0.8525 -2.1176
H18 1.2366 -1.5815 -1.6302
H19 -0.0697 -0.8166 -1.7002
O6 -3.4313 -0.8235 2.7220
H20 -2.6480 -1.4058 2.6148
H21 -3.9688 -1.1242 1.9805
O7 2.9138 0.7315 -2.3400
H22 2.1109 0.2099 -2.1551
H23 3.7027 0.9099 -1.8636
O8 2.2680 -3.3265 -1.4533
H24 1.6084 -4.0061 -1.2307
H25 2.4475 -3.0530 -0.5309

The value obtained for the HOMO energy is -9.2 eV. The calculation puts the max |F| at 3.503 eV Å⁻¹. For the energy above the lowest of the compared OMol25 structures with the same formula, charge and spin, the calculation gives 365.2 kJ/mol. For the gap between HOMO and LUMO, the calculation gives 0.3398 Ha. As for the electronic energy: -22421.29574 eV.

Results of the natural (NBO) charge analysis, in e, for atoms 1 through 2: -0.656, -0.118

[7]
Below is a cluster of 8 separate species, C4H25NO8 in total, with properties calculated with wB97M-V/def2-TZVPD.

Cartesian coordinates (Å):
C1 -0.1113 1.6469 1.9415
C2 -0.5607 0.2885 1.3998
C3 -0.7174 0.2724 -0.1219
N1 0.5956 0.1889 -0.7789
C4 0.5495 0.0544 -2.2021
O1 0.7228 -1.3193 -2.6363
H1 -0.8440 2.4244 1.7272
H2 0.8193 1.9472 1.4706
H3 0.0516 1.5787 3.0111
H4 -1.5453 0.0679 1.8163
H5 0.1224 -0.4954 1.6830
H6 -1.2616 -0.6192 -0.4158
H7 -1.2710 1.1364 -0.4649
H8 1.2577 0.8741 -0.4568
H9 -0.4217 0.3088 -2.6224
H10 1.3468 0.6237 -2.6494
H11 1.5213 -1.6785 -2.2578
O2 -0.8930 -3.1808 -1.6983
H12 -1.8203 -3.0083 -1.9500
H13 -0.3704 -2.4297 -2.0486
O3 1.9811 1.9130 0.1877
H14 2.4986 1.2341 0.6976
H15 2.3227 2.7713 0.5132
O4 3.3036 -0.1384 1.4414
H16 3.1536 -0.3511 2.3758
H17 2.8676 -0.8435 0.9172
O5 -0.1488 -3.5030 0.9123
H18 -0.5056 -3.4069 -0.0162
H19 -0.0074 -4.4451 1.0282
O6 -1.8428 3.8141 -0.4257
H20 -0.9914 3.3693 -0.4293
H21 -2.4790 3.0980 -0.3873
O7 1.9209 -1.9894 0.0817
H22 1.2506 -1.3337 -0.2475
H23 1.3324 -2.6505 0.5032
O8 -3.6259 1.3215 -0.1969
H24 -3.6297 0.9723 0.7026
H25 -4.5709 1.4865 -0.4042

The value obtained for the HOMO energy is -9.2 eV. The calculation puts the max |F| at 3.776 eV Å⁻¹. For the energy above the lowest of the compared OMol25 structures with the same formula, charge and spin, the calculation gives 122.0 kJ/mol. For the gap between HOMO and LUMO, the calculation gives 0.3503 Ha. As for the electronic energy: -22423.81713 eV.

Results of the natural (NBO) charge analysis, in e, for atoms 1 through 2: -0.649, -0.402